[1]
Formula: C8H18NS
Source: the Open Molecules 2025 dataset
Level of theory: wB97M-V/def2-TZVPD

Each line ends with the Löwdin charge.
Element x y z (Å)
1 C -2.131 0.820 1.433  -0.09
2 C -1.236 1.060 0.230  -0.55
3 S -2.370 1.487 -1.187  0.95
4 C -2.284 -0.248 -1.738  -0.37
5 C -0.768 -0.435 -1.573  -0.22
6 N -0.447 -0.143 -0.170  -0.07
7 C 1.124 -0.143 0.085  -0.48
8 C 1.542 -1.638 -0.044  0.01
9 C 1.692 0.815 -0.927  -0.03
10 C 1.378 0.365 1.542  0.01
11 H -1.703 0.916 2.406  0.07
12 H -2.487 -0.275 1.303  0.12
13 H -2.948 1.564 1.360  0.08
14 H -0.579 2.052 0.287  0.15
15 H -2.564 -0.268 -2.762  0.08
16 H -2.902 -0.814 -0.986  0.10
17 H -0.572 -1.450 -1.833  0.13
18 H -0.358 0.226 -2.271  0.10
19 H -0.773 -0.922 0.312  0.12
20 H 0.726 -2.228 0.453  0.11
21 H 1.625 -1.980 -1.086  0.10
22 H 2.384 -1.783 0.513  0.05
23 H 0.984 1.741 -1.053  0.13
24 H 1.707 0.398 -1.975  0.11
25 H 2.659 1.214 -0.754  0.09
26 H 0.475 -0.050 2.052  0.10
27 H 2.335 -0.048 1.793  0.09
28 H 1.511 1.472 1.439  0.11

Calculated values
**DFT total energy**: -768.2694 Ha
**SMILES string**: C[C@@H]1SCC[N@H+]1C(C)(C)C
**LUMO energy**: -2.69 eV
**HOMO-LUMO gap**: 10.10 eV
**Net charge**: +1

***

[2]
Formula: C4H11NO4
Source: the Open Molecules 2025 dataset
Level of theory: wB97M-V/def2-TZVPD

Each line ends with the Löwdin charge.
Element x y z (Å)
1 C 2.290 -0.525 0.304  -0.01
2 C 0.907 0.057 0.042  -0.61
3 O 0.841 0.611 -1.285  -0.02
4 O 0.677 1.069 0.932  0.01
5 C -0.221 -1.122 0.175  -0.19
6 N -0.914 -1.146 1.439  0.01
7 H 2.527 -1.306 -0.415  0.09
8 H 2.321 -0.941 1.308  0.09
9 H 3.028 0.272 0.238  0.09
10 H 1.463 0.157 -1.863  0.11
11 H -0.260 1.403 0.812  0.08
12 H 0.321 -2.064 0.065  0.11
13 H -0.948 -1.088 -0.638  0.10
14 H -1.497 -0.325 1.555  0.05
15 H -0.251 -1.138 2.206  0.08
16 O -1.914 1.560 0.330  0.04
17 C -2.394 1.237 -0.733  -0.36
18 O -1.744 1.053 -1.857  0.09
19 H -3.480 1.206 -0.899  0.15
20 H -0.752 1.029 -1.718  0.09

Calculated values
**DFT total energy**: -514.7408 Ha
**SMILES string**: CC(O)(O)CN.O=CO
**LUMO energy**: 0.69 eV
**HOMO-LUMO gap**: 9.72 eV

***

[3]
Formula: C19H33FN3O4
Source: the Open Molecules 2025 dataset
Level of theory: wB97M-V/def2-TZVPD

Each line ends with the Löwdin charge.
Element x y z (Å)
1 C 0.309 -4.539 0.622  -0.09
2 C 0.109 -3.318 1.535  -0.24
3 C -1.293 -2.723 1.468  -0.16
4 C -1.637 -2.013 0.164  -0.08
5 N -0.734 -0.844 -0.064  0.12
6 C 0.292 -1.030 -0.898  -0.21
7 F 0.386 -2.226 -1.422  0.17
8 C 1.199 -0.063 -1.252  -0.05
9 C 2.241 -0.453 -2.272  -0.09
10 C 1.715 -0.320 -3.728  -0.13
11 C 0.552 0.620 -3.966  -0.27
12 O 0.470 0.793 -5.376  -0.05
13 C 1.036 1.178 -0.632  0.05
14 C 2.008 2.299 -0.921  -0.40
15 O 2.312 3.122 -0.101  0.16
16 O 2.513 2.298 -2.182  -0.08
17 N 3.934 2.478 -2.231  0.12
18 C -0.026 1.397 0.266  -0.06
19 C -0.232 2.761 0.899  -0.10
20 C 0.598 3.062 2.138  -0.24
21 N 1.123 4.176 2.392  0.13
22 C -0.919 0.366 0.549  -0.08
23 C -2.119 0.534 1.453  -0.28
24 C -1.718 0.950 2.894  -0.02
25 C -3.211 1.467 0.830  -0.19
26 C -3.141 1.682 -0.678  -0.08
27 H 1.359 -4.627 0.350  0.08
28 H -0.008 -5.445 1.131  0.08
29 H -0.243 -4.450 -0.313  0.06
30 H 0.292 -3.639 2.557  0.08
31 H 0.880 -2.576 1.310  0.10
32 H -2.043 -3.481 1.689  0.14
33 H -1.371 -1.989 2.274  0.11
34 H -1.605 -2.669 -0.697  0.13
35 H -2.645 -1.618 0.211  0.12
36 H 2.448 -1.509 -2.119  0.12
37 H 3.162 0.089 -2.115  0.10
38 H 2.533 -0.083 -4.403  0.13
39 H 1.363 -1.312 -4.016  0.12
40 H -0.391 0.190 -3.607  0.12
41 H 0.684 1.594 -3.490  0.11
42 H -0.330 1.287 -5.574  0.09
43 H 4.339 1.990 -1.438  0.10
44 H 4.103 3.472 -2.115  0.10
45 H 0.007 3.510 0.149  0.13
46 H -1.282 2.889 1.146  0.10
47 H 0.774 2.278 2.868  0.10
48 H 0.941 4.859 1.656  0.06
49 H -2.611 -0.416 1.580  0.10
50 H -2.083 0.212 3.604  0.09
51 H -2.161 1.907 3.153  0.09
52 H -0.641 0.973 3.010  0.06
53 H -4.168 0.985 1.029  0.12
54 H -3.224 2.422 1.350  0.10
55 H -3.344 0.767 -1.235  0.08
56 H -2.206 2.123 -1.019  0.07
57 H -3.929 2.379 -0.962  0.09
58 O 1.543 -3.938 4.642  -0.05
59 H 2.109 -4.670 4.906  0.04
60 H 1.982 -3.160 5.001  0.04

Calculated values
**DFT total energy**: -1308.5578 Ha
**LUMO energy**: -4.46 eV
**HOMO-LUMO gap**: 8.10 eV
**Net charge**: +1

***

[4]
Formula: C27H31N3O5
Source: the Open Molecules 2025 dataset
Level of theory: wB97M-V/def2-TZVPD

Each line ends with the Löwdin charge.
Element x y z (Å)
1 C 5.647 -5.216 -4.557  -0.06
2 C 5.925 -3.730 -4.380  -0.21
3 O 4.717 -2.967 -4.414  0.00
4 C 4.014 -2.886 -3.282  -0.48
5 O 4.357 -3.374 -2.237  0.12
6 C 2.716 -2.134 -3.511  -0.21
7 C 2.308 -1.370 -2.245  -0.11
8 C 0.795 -1.268 -2.101  -0.13
9 N 0.213 -2.595 -1.987  -0.03
10 C -1.043 -2.842 -1.556  -0.43
11 O -1.553 -3.949 -1.612  0.07
12 C -1.776 -1.665 -0.990  -0.13
13 C -2.903 -1.170 -1.632  -0.01
14 C -3.581 -0.088 -1.098  -0.06
15 C -3.133 0.519 0.061  -0.01
16 C -2.020 0.006 0.717  -0.20
17 N -1.496 0.630 1.882  0.10
18 C -0.202 1.099 1.776  -0.49
19 O 0.484 0.905 0.791  0.07
20 N 0.296 1.755 2.864  0.14
21 C -0.549 2.235 3.939  -0.24
22 C -1.524 1.111 4.259  -0.03
23 C -2.376 0.904 3.006  -0.45
24 C -3.358 -0.251 3.202  0.03
25 O -3.168 2.061 2.753  0.03
26 C -2.587 3.283 2.936  -0.20
27 C -3.317 4.398 2.535  0.01
28 C -2.794 5.663 2.698  -0.04
29 C -1.538 5.854 3.265  -0.28
30 C -0.977 7.235 3.421  -0.05
31 C -0.825 4.737 3.671  0.01
32 C -1.334 3.456 3.518  -0.10
33 C -1.360 -1.100 0.206  0.04
34 C 0.962 -3.676 -2.603  -0.12
35 C 1.636 -3.176 -3.872  -0.10
36 H 5.054 -5.583 -3.724  0.08
37 H 6.586 -5.761 -4.587  0.08
38 H 5.105 -5.390 -5.483  0.08
39 H 6.429 -3.549 -3.425  0.12
40 H 6.530 -3.340 -5.201  0.12
41 H 2.865 -1.461 -4.359  0.15
42 H 2.714 -1.891 -1.376  0.12
43 H 2.730 -0.365 -2.255  0.13
44 H 0.373 -0.750 -2.974  0.14
45 H 0.565 -0.671 -1.217  0.10
46 H -3.239 -1.631 -2.548  0.12
47 H -4.455 0.301 -1.600  0.11
48 H -3.639 1.384 0.461  0.12
49 H 1.169 2.227 2.692  0.15
50 H 0.092 2.469 4.796  0.16
51 H -0.987 0.192 4.495  0.14
52 H -2.168 1.384 5.095  0.14
53 H -4.050 -0.302 2.367  0.09
54 H -2.815 -1.189 3.271  0.10
55 H -3.923 -0.089 4.115  0.09
56 H -4.292 4.248 2.097  0.12
57 H -3.369 6.520 2.379  0.12
58 H -1.708 7.895 3.883  0.08
59 H -0.723 7.650 2.445  0.08
60 H -0.078 7.224 4.033  0.07
61 H 0.149 4.857 4.124  0.12
62 H -0.508 -1.504 0.732  0.14
63 H 0.251 -4.478 -2.816  0.12
64 H 1.717 -4.058 -1.907  0.13
65 H 2.081 -4.012 -4.414  0.12
66 H 0.887 -2.719 -4.521  0.13

Calculated values
**DFT total energy**: -1588.0334 Ha
**SMILES string**: CCOC(=O)C1CCN(C(=O)c2cccc(N3C(=O)N[C@@H]4C[C@@]3(C)Oc3ccc(C)cc34)c2)CC1
**LUMO energy**: 0.64 eV
**HOMO-LUMO gap**: 9.21 eV